[1]
The following is a DFT calculation (ωB97M-V/def2-TZVPD) of 2 unconnected molecules or ions with the total composition C6H8NS at a distorted geometry.

orbital gap (spin up / spin down)	5.87 / 7.61	eV
total energy	-685.87749	a.u.
net charge	+1
maximum force	1.94	eV/A
HOMO (spin up / spin down)	-0.44252 / -0.43284	hartree

Positions of all 16 atoms, in Å:
C1 3.36533 0.92713 -0.12391
C2 1.98099 1.29423 -0.07517
C3 3.58673 -0.41272 -0.02711
C4 1.32013 0.15701 0.11469
C5 -2.80399 -0.32644 0.82598
C6 -2.14958 0.19563 -0.36303
N1 -2.96242 -1.00978 -0.46953
S1 2.12809 -1.32500 0.14170
H1 4.13704 1.66996 -0.21125
H2 1.60446 2.29448 -0.13997
H3 4.52642 -0.92858 -0.03228
H4 -2.22027 -0.85597 1.56909
H5 -3.70355 0.12929 1.23375
H6 -2.44462 1.07964 -0.90207
H7 -2.48853 -1.90106 -0.61508
H8 -3.87624 -0.98782 -0.92580

Here are the Löwdin charges for atoms 1 to 5, given in e: C -0.184; C -0.195; C -0.409; C -0.377; C -0.043

=====

[2]
The following is a DFT calculation (ωB97M-V/def2-TZVPD) of 11 unconnected molecules or ions with the total composition C39H97N11O11 at a distorted geometry.

orbital gap	8.70	eV
total energy	-2974.10023	a.u.
maximum force	3.15	eV/A
structure (SMILES)	CC1(C)CCCC(C)(C)N1O.CC1(C)CCCC(C)(C)N1O.CC1(C)CCCC(C)(C)N1O.NC(N)=O.NC(N)=O.NC(N)=O.NC(N)=O.CCO.CCO.CCO.CCO
HOMO	-0.31237	hartree

Positions of all 158 atoms, in Å:
C1 -2.86858 -1.14030 5.57350
C2 -1.37957 -1.15120 5.92476
C3 -0.83435 0.21186 6.46225
C4 -1.01511 -2.16647 7.06329
C5 -1.10369 -3.62249 6.72031
C6 -0.19409 -3.89288 5.54296
C7 -0.50078 -2.92544 4.32923
C8 0.70691 -3.16156 3.41608
C9 -1.78622 -3.43451 3.63743
N1 -0.55050 -1.54956 4.76804
O1 -0.46375 -0.58738 3.71744
H1 -3.20110 -2.15257 5.34068
H2 -3.53891 -0.72697 6.32636
H3 -3.00652 -0.65413 4.60674
H4 -1.15480 0.96539 5.74041
H5 -1.20867 0.41979 7.46397
H6 0.25335 0.26011 6.47775
H7 -0.04910 -1.86276 7.47609
H8 -1.60487 -1.90413 7.94717
H9 -0.82859 -4.21312 7.59665
H10 -2.15364 -3.87725 6.55700
H11 -0.24919 -4.90504 5.14165
H12 0.82750 -3.72672 5.89086
H13 0.95211 -4.20859 3.23080
H14 1.63625 -2.80843 3.87085
H15 0.68474 -2.64756 2.45347
H16 -1.45174 -4.11572 2.85349
H17 -2.33865 -2.58611 3.23363
H18 -2.48615 -4.02273 4.23261
H19 0.50102 -0.50424 3.74794
C10 1.64832 2.36312 3.92931
C11 2.89419 1.92852 3.17243
C12 2.57409 2.30092 1.69266
C13 4.03052 2.82859 3.63616
C14 4.62075 2.36765 4.98615
C15 4.94383 0.92876 5.07373
C16 3.88556 -0.02249 4.52859
C17 4.71693 -1.24778 4.03936
C18 2.93527 -0.38742 5.67207
N2 3.27769 0.51830 3.25309
O2 2.29073 -0.27573 2.73675
H20 1.35776 3.38637 3.68215
H21 0.75359 1.74999 3.81269
H22 1.78009 2.47924 5.00969
H23 3.33253 1.89874 1.01858
H24 1.61994 1.92444 1.31851
H25 2.49798 3.37568 1.52258
H26 4.84964 2.98480 2.92940
H27 3.66500 3.85616 3.69386
H28 5.52549 2.96685 5.11645
H29 3.98656 2.73664 5.79535
H30 5.08118 0.77196 6.14780
H31 5.95270 0.69311 4.72979
H32 5.33882 -1.01444 3.17503
H33 3.96572 -2.00850 3.82078
H34 5.48164 -1.57919 4.74377
H35 2.00439 -0.89873 5.41497
H36 2.58339 0.46410 6.25910
H37 3.46560 -1.01707 6.38871
H38 2.74814 -0.60220 1.94675
C19 -0.67465 5.15844 -4.09998
C20 -1.27155 3.75568 -4.34158
C21 -0.67030 3.26792 -5.67528
C22 -0.72031 2.84511 -3.24900
C23 -1.42991 2.92014 -1.86722
C24 -2.93657 2.73460 -2.03691
C25 -3.57085 3.70157 -3.04134
C26 -5.00848 3.27028 -3.36916
C27 -3.75601 5.08362 -2.39786
N3 -2.76090 3.77792 -4.31760
O3 -3.35017 4.53393 -5.33787
H39 0.40007 5.09789 -3.94168
H40 -0.94925 5.88809 -4.86317
H41 -1.13758 5.51165 -3.17601
H42 -1.04591 3.94459 -6.44262
H43 0.41278 3.26705 -5.55430
H44 -0.91805 2.23369 -5.91276
H45 -0.57483 1.83384 -3.63353
H46 0.29672 3.14890 -2.99325
H47 -0.94042 2.18642 -1.22632
H48 -1.23478 3.88981 -1.40482
H49 -3.37174 2.91866 -1.05184
H50 -3.19015 1.70176 -2.28640
H51 -5.43966 3.98940 -4.06763
H52 -5.63540 3.08142 -2.49945
H53 -5.07808 2.37922 -3.99894
H54 -4.42398 5.16619 -1.53790
H55 -4.18882 5.80920 -3.09123
H56 -2.85399 5.55308 -1.99842
H57 -3.23657 5.44395 -5.02958
N4 -2.84061 -3.34392 -3.54628
C28 -2.48629 -2.40904 -4.45942
N5 -3.10937 -2.69499 -5.63663
O4 -1.85808 -1.36760 -4.26103
H58 -2.68375 -3.11178 -2.58042
H59 -3.50313 -4.01281 -3.88894
H60 -3.04427 -2.03216 -6.39793
H61 -3.54627 -3.55848 -5.90545
N6 0.84388 -0.92042 -0.31839
C29 0.53522 -0.74531 -1.60245
N7 -0.78041 -0.65509 -1.85078
O5 1.38365 -0.79466 -2.50015
H62 1.82573 -0.90102 -0.09031
H63 0.13081 -0.91083 0.39476
H64 -1.37316 -0.48438 -1.04931
H65 -1.12765 -0.69214 -2.80585
N8 -2.80739 0.35837 2.57196
C30 -2.93539 0.07912 1.29632
N9 -4.08972 0.56788 0.77906
O6 -2.09682 -0.52100 0.61258
H66 -3.56313 0.73821 3.11108
H67 -1.90206 0.10878 2.95469
H68 -4.78460 0.93166 1.40394
H69 -4.14058 0.53101 -0.22568
N10 -4.09207 2.20554 -6.86151
C31 -3.75370 0.97723 -6.43139
N11 -3.01767 1.04510 -5.30900
O7 -4.08933 -0.03731 -7.00504
H70 -4.62475 2.30441 -7.70725
H71 -3.63191 2.99299 -6.42242
H72 -2.85017 1.99671 -4.99405
H73 -2.54954 0.27317 -4.85996
C32 -0.73811 -3.81506 -0.07448
C33 -1.39757 -5.19160 -0.28626
O8 -2.51840 -4.99780 -1.08303
H74 -1.36555 -3.04723 0.38790
H75 -0.54131 -3.34080 -1.03873
H76 0.20315 -3.83717 0.47585
H77 -1.68975 -5.69395 0.64030
H78 -0.70986 -5.81649 -0.85764
H79 -3.00000 -4.29813 -0.62887
C34 2.92667 1.91941 -4.06473
C35 3.88415 1.22738 -3.12611
O9 5.19994 1.69967 -3.31971
H80 1.92680 1.49351 -3.98545
H81 3.24611 1.71257 -5.08764
H82 2.89591 3.00577 -3.96444
H83 3.84666 0.18652 -3.45986
H84 3.61847 1.25974 -2.06627
H85 5.83391 1.18034 -2.82142
C36 1.03687 -2.64689 -6.76218
C37 1.11128 -1.96072 -5.41358
O10 2.44707 -1.71776 -5.01753
H86 0.02875 -2.73669 -7.16469
H87 1.30736 -3.69085 -6.57356
H88 1.78054 -2.27498 -7.46547
H89 0.62913 -2.52867 -4.61753
H90 0.64160 -0.97963 -5.52630
H91 2.45825 -1.40244 -4.10736
C38 4.07262 -3.00728 -0.80195
C39 4.17263 -2.10338 0.46319
O11 3.70080 -0.76073 0.27441
H92 4.61868 -3.92388 -0.57457
H93 4.63345 -2.53905 -1.61065
H94 3.02395 -3.20297 -1.01495
H95 5.21167 -2.04052 0.79428
H96 3.66741 -2.60242 1.29062
H97 4.25724 -0.31872 -0.37243

Here are the Löwdin charges for atoms 1 to 5, given in e: C -0.012; C -0.461; C -0.018; C -0.150; C -0.191